Record 1
{"formula": "C7H8", "method": "the ωB97M-V functional and the def2-TZVPD basis", "species": ["C", "C", "C", "C", "C", "C", "C", "H", "H", "H", "H", "H", "H", "H", "H"], "positions_angstrom": [[-2.08071, 0.26991, -1.50344], [-1.06123, 0.90482, -1.39339], [0.27387, 1.11279, -0.81971], [0.28331, 0.32029, 0.53057], [1.68178, -0.10574, 0.98761], [-0.55319, -0.88630, 0.46951], [-1.21813, -1.88950, 0.44381], [-2.80607, -0.50504, -1.36632], [0.53016, 2.16242, -0.63558], [1.03470, 0.70960, -1.50006], [-0.15951, 0.98281, 1.28608], [2.15040, -0.73486, 0.22312], [2.32489, 0.75525, 1.18874], [1.59844, -0.70154, 1.90206], [-1.77176, -2.79826, 0.44800]], "forces_ev_per_angstrom": [[0.496, 0.213, 0.083], [-0.458, -0.381, -0.031], [0.008, -0.046, -0.009], [-0.019, -0.033, 0.101], [0.134, 0.033, 0.029], [-0.219, -0.578, 0.181], [0.550, 0.273, 0.275], [-0.273, 0.537, -0.502], [-0.103, -0.198, -0.018], [-0.132, 0.022, 0.103], [0.048, -0.128, -0.077], [-0.038, 0.121, 0.108], [-0.060, -0.049, -0.078], [0.083, 0.153, -0.131], [-0.016, 0.060, -0.034]], "nbo_charge": [-0.2158, -0.0267, -0.4587, -0.2899, -0.5889, 0.0372, -0.2766, 0.2416, 0.2332, 0.2312, 0.2303, 0.2115, 0.2101, 0.2236, 0.2381], "lumo_energy_ev": 1.03, "e_homo_ev": -9.4, "e_above_lowest_ev": 4.433, "smiles": "C#CC[C@H](C)C#C", "multiplicity": 1}

---

Record 2
{"formula": "C3H6FNO2", "method": "the ωB97M-V functional and the def2-TZVPD basis", "species": ["C", "C", "C", "N", "O", "O", "F", "H", "H", "H", "H", "H", "H"], "positions_angstrom": [[2.48545, -0.37146, -0.03823], [-0.87976, 0.78494, 1.06324], [-0.01660, 0.37923, -0.08678], [-0.78228, -0.79406, -0.76919], [3.00515, 0.55105, 0.47203], [2.30556, -1.36302, -0.57110], [-0.34231, 1.45055, -1.11691], [-0.29113, 1.15666, 1.87740], [-1.46639, -0.05482, 1.29729], [-1.58450, 1.53549, 0.63731], [-1.13469, -1.39717, -0.03349], [0.00457, -1.42150, -1.21488], [-1.30307, -0.45589, -1.51669]], "forces_ev_per_angstrom": [[1.570, 3.735, 1.723], [-0.257, 1.177, -1.520], [0.158, 1.121, -1.263], [5.226, -2.308, 0.507], [-0.836, -0.718, -0.270], [-1.062, -2.986, -1.538], [0.589, -1.286, 0.632], [-0.019, 0.218, 0.518], [-0.825, -1.067, 1.258], [0.307, -0.115, 0.782], [-1.039, 0.077, -0.354], [-1.665, 1.552, 0.871], [-2.146, 0.598, -1.344]], "nbo_charge": [1.0444, -0.7048, 0.1038, -0.7636, -0.5428, -0.5808, -0.4678, 0.2326, 0.1737, 0.2224, 0.4176, 0.4389, 0.4263], "lumo_energy_ev": 0.33, "e_homo_ev": -7.9, "e_above_lowest_ev": 2.827, "multiplicity": 1}

---

| no. | frontier orbital gap (eV) |
| --- | --- |
| 1 | 10.45 |
| 2 | 8.24 |